The following is a DFT calculation (wB97M-V/def2-TZVPD) of C52H45BrCrF4GeN2OP2 as an isolated structure.

The geometry in XYZ format:
```
109
Properties=species:S:1:pos:R:3:mulliken_spin:R:1
Cr 0.5011 0.1913 0.5095 3.03
C -0.6718 2.5414 2.8481 0.00
N -0.9082 2.8266 1.4460 0.00
C -1.9870 2.7204 0.6873 -0.02
C -2.1414 1.7824 -0.2986 0.03
C -3.2604 1.6817 -1.1730 0.01
C -3.1224 0.4977 -1.8410 0.00
C -1.9304 -0.0940 -1.3433 0.03
N -1.3312 0.6505 -0.4323 -0.04
C -1.7438 1.8980 3.6662 0.01
C -1.7448 2.1264 5.0414 0.00
C -2.7450 1.6097 5.8547 0.00
C -3.7840 0.8744 5.3013 0.00
C -3.7936 0.6398 3.9312 0.00
C -2.7746 1.1258 3.1238 0.00
H -0.1721 3.3465 3.3796 -0.01
H 1.0728 2.4519 1.6327 0.01
H -2.7952 3.4161 0.8907 0.00
H -4.0411 2.4239 -1.2686 0.00
H -3.7652 0.0768 -2.5994 0.00
H -1.5236 -1.0393 -1.6464 -0.01
H -0.9553 2.7305 5.4766 0.00
H -2.7206 1.7943 6.9229 0.00
H -4.5703 0.4763 5.9323 0.00
H -4.5973 0.0643 3.4840 0.00
H -2.7938 0.9086 2.0642 0.01
F -1.1578 -1.5619 -6.7449 0.00
C -0.6004 -1.6204 -5.5168 0.00
C -0.2073 -2.8563 -5.0346 0.00
F -0.3464 -3.9536 -5.8035 0.00
C 0.3413 -2.9560 -3.7753 0.00
F 0.7634 -4.2013 -3.4247 0.00
C 0.4653 -1.8180 -2.9721 -0.04
P 1.1934 -1.8092 -1.2603 0.14
C 0.7841 -3.5308 -0.6986 -0.02
C 1.7173 -4.4828 -0.2899 0.00
C 1.3302 -5.7773 0.0351 0.00
C -0.0048 -6.1461 -0.0265 0.00
C -0.9513 -5.1992 -0.3994 0.00
C -0.5601 -3.9079 -0.7177 0.00
C 2.9686 -1.9464 -1.7622 -0.03
C 3.4781 -3.0618 -2.4305 0.00
C 4.8030 -3.0901 -2.8429 0.00
C 5.6365 -2.0033 -2.6091 0.00
C 5.1300 -0.8845 -1.9675 0.00
C 3.8070 -0.8557 -1.5471 0.01
C 0.0955 -0.5572 -3.4542 0.02
Br 1.5960 1.7253 -1.0265 -0.01
C -0.4109 -0.5097 -4.7269 0.00
F -0.7923 0.6845 -5.2837 0.00
H 2.7669 -4.2227 -0.2351 0.00
H 2.0822 -6.5022 0.3287 0.00
H -0.3072 -7.1600 0.2079 0.00
H -1.9994 -5.4712 -0.4583 0.00
H -1.3166 -3.1954 -1.0241 0.00
H 2.8436 -3.9077 -2.6516 0.00
H 5.1806 -3.9650 -3.3621 0.00
H 6.6698 -2.0276 -2.9353 0.00
H 5.7630 -0.0220 -1.7872 0.00
H 3.4241 0.0255 -1.0507 -0.02
C 0.1454 1.8933 1.7166 -0.11
Ge 2.6153 0.1915 2.0867 0.06
C 3.9482 -1.3071 2.3497 0.00
C 3.8581 -2.4760 1.5945 -0.04
C 4.8075 -3.4901 1.6752 0.00
C 5.8802 -3.3529 2.5436 0.00
C 5.9858 -2.2045 3.3224 0.00
C 5.0338 -1.1985 3.2253 0.00
C 3.9188 1.5658 1.4206 -0.03
C 3.6681 2.9412 1.4792 0.01
C 4.5179 3.8675 0.8896 0.00
C 5.6510 3.4390 0.2112 0.00
C 5.9300 2.0811 0.1509 0.00
C 5.0761 1.1627 0.7515 0.00
C 2.6187 0.6854 4.0634 0.01
C 3.1067 1.8957 4.5645 -0.01
C 3.2866 2.1098 5.9288 0.00
C 2.9885 1.1109 6.8437 0.00
C 2.5091 -0.1052 6.3748 0.00
C 2.3347 -0.3032 5.0113 -0.02
H 3.0199 -2.5887 0.9211 0.06
H 4.7146 -4.3753 1.0534 0.00
H 6.6289 -4.1337 2.6135 0.00
H 6.8201 -2.0926 4.0067 0.00
H 5.1411 -0.3046 3.8332 0.00
H 2.7836 3.3098 1.9880 0.00
H 4.2839 4.9261 0.9422 0.00
H 6.3063 4.1557 -0.2702 0.00
H 6.8160 1.7324 -0.3698 0.00
H 5.3157 0.1057 0.6932 0.00
H 3.3759 2.6901 3.8804 0.00
H 3.6765 3.0616 6.2744 0.00
H 3.1530 1.2673 7.9033 0.00
H 2.2840 -0.9078 7.0703 0.00
H 2.0094 -1.2779 4.6781 0.00
C 0.6009 -3.1979 3.1686 0.00
P -0.7951 -2.1030 2.9132 0.01
C -1.0897 -1.2152 4.4498 0.00
C -2.2334 -3.1760 2.7688 0.00
O -0.6662 -1.1869 1.7288 -0.04
H 0.5059 -3.7451 4.1105 0.00
H 1.5265 -2.6260 3.1624 0.01
H 0.6290 -3.9029 2.3416 0.00
H -0.8516 -1.8346 5.3170 0.00
H -2.1370 -0.9262 4.4841 0.00
H -0.4776 -0.3169 4.4555 0.00
H -2.3459 -3.7558 3.6886 0.00
H -2.1150 -3.8498 1.9228 0.00
H -3.1166 -2.5523 2.6178 0.00
```

Computed properties:
E: -244110.47327 eV
Spin multiplicity: 4
Charge: -1
⟨S²⟩: 3.847
Lowest unoccupied orbital energy (alpha / beta): 0.0751 / 0.0750 Eh


The following is a DFT calculation (wB97M-V/def2-TZVPD) of a 2-piece molecular cluster, C7H9N overall.

The geometry in XYZ format:
```
17
Properties=species:S:1:pos:R:3:nbo_charge:R:1
C -2.5373 -0.3804 0.6871 -0.37
C -2.7916 0.2921 -0.4492 -0.39
C 0.6828 -1.1345 -0.4423 0.05
C 2.0434 -1.1417 -0.0549 -0.26
C 2.5657 0.0429 0.1646 -0.19
C 1.8064 1.2237 0.0874 -0.24
C 0.4701 1.1100 -0.1690 0.02
H -1.5141 -0.4099 1.2632 0.20
H -3.2570 -0.9390 1.1854 0.18
H -2.0798 0.7515 -1.1038 0.21
H -3.7940 0.2030 -0.7544 0.18
H 0.1002 -1.9162 -0.6602 0.19
H 2.6511 -2.0591 -0.1595 0.23
H 3.5792 -0.0053 0.5482 0.22
H 2.3004 2.2870 0.3189 0.22
H -0.0976 2.0595 -0.1293 0.18
N -0.1279 0.0164 -0.3321 -0.43
```

Computed properties:
ΔE to the lowest compared entry with this formula, charge and spin: 72.2 kcal/mol
E: -8892.02502 eV
Spin multiplicity: 1
Charge: 0
Lowest unoccupied orbital energy: 0.0296 Eh


The following is a DFT calculation (wB97M-V/def2-TZVPD) of a 2-piece molecular cluster, C4H3IN2O overall.

The geometry in XYZ format:
```
11
Properties=species:S:1:pos:R:3:nbo_charge:R:1
C -0.2764 -1.0810 2.0453 0.27
C -1.0135 -2.4715 -0.6028 0.32
C -0.1701 0.0534 1.1470 -0.62
C -0.8849 -0.0100 -0.1638 0.17
N -0.1680 -1.9491 2.7854 -0.27
N -1.0931 -3.6163 -0.8486 -0.41
O -0.2734 0.2821 -1.2474 -0.68
I -2.9815 0.2450 -0.1931 0.15
H -0.3511 1.0422 1.6387 0.27
H 1.0609 0.2049 0.8738 0.28
H -0.8129 0.4478 -2.0412 0.52
```

Computed properties:
E: -17317.80399 eV
Spin multiplicity: 3
Charge: 0
⟨S²⟩: 2.016
Lowest unoccupied orbital energy (alpha / beta): -0.0033 / -0.1558 Eh


The following is a DFT calculation (wB97M-V/def2-TZVPD) of CH3FO3P2 as an isolated structure.

The geometry in XYZ format:
```
10
Properties=species:S:1:pos:R:3:nbo_charge:R:1
C 1.8362 0.3996 0.0238 0.97
O 2.4127 1.4373 -0.0199 -0.63
O 2.2618 -0.7798 -0.5450 -0.71
O 0.6303 0.3737 0.4518 -0.80
F -2.5111 1.5766 -0.4815 -0.57
P -1.3247 -0.4724 1.2765 0.55
P -2.1509 0.0268 -0.6447 0.79
H 3.0590 -0.4639 -1.0541 0.49
H -0.8388 -1.7326 0.8741 -0.01
H -3.3745 -0.3652 0.1191 -0.08
```

Computed properties:
ΔE to the lowest compared entry with this formula, charge and spin: 0.0 kcal/mol
E: -28521.31204 eV
Spin multiplicity: 1
Charge: 0
Lowest unoccupied orbital energy: -0.0810 Eh


The following is a DFT calculation (wB97M-V/def2-TZVPD) of one molecule with the formula C19H26FN3O3.

The geometry in XYZ format:
```
52
Properties=species:S:1:pos:R:3:nbo_charge:R:1
C 0.4206 -2.9535 -1.6405 -0.43
N 0.6436 -1.5672 -1.9900 -0.43
C 0.8753 -0.5993 -1.0790 0.69
O 1.0113 0.5745 -1.3985 -0.67
C 0.9865 -1.0037 0.3827 -0.52
H 1.8152 -0.4308 0.8025 0.24
H 1.2069 -2.0600 0.4967 0.23
C -0.3094 -0.6445 1.1880 -0.12
N -0.1993 0.4958 2.0629 -0.45
C -0.1089 1.7389 1.3194 -0.26
C -1.4668 1.9799 0.6733 -0.21
N -1.8954 0.7847 -0.0141 -0.60
C -1.4590 -0.4635 0.1976 0.69
O -1.9410 -1.4162 -0.3912 -0.65
H -2.6561 0.8745 -0.6735 0.40
H -2.2026 2.2406 1.4456 0.19
H -1.4038 2.8003 -0.0460 0.21
H 0.6648 1.7027 0.5401 0.22
H 0.1167 2.5515 2.0114 0.22
C 0.7769 0.3763 3.1276 -0.23
C 0.4277 1.3121 4.2564 -0.05
C 1.4047 2.0569 4.9021 -0.19
C 1.0751 2.9054 5.9449 -0.28
C -0.2491 3.0022 6.3274 0.40
C -1.2453 2.2757 5.6996 -0.28
C -0.8962 1.4294 4.6647 -0.18
H -1.6513 0.8532 4.1533 0.23
H -2.2685 2.3771 6.0252 0.23
F -0.5806 3.8312 7.3408 -0.33
H 1.8259 3.4880 6.4548 0.23
H 2.4360 1.9757 4.5908 0.21
H 1.8078 0.5795 2.7925 0.18
H 0.7428 -0.6533 3.4994 0.21
H -0.5709 -1.5099 1.8090 0.23
C 0.4230 -1.1578 -3.3691 -0.05
C -1.0093 -1.4243 -3.8393 -0.44
H -1.7205 -0.9298 -3.1782 0.23
H -1.2223 -2.4938 -3.8316 0.20
C -1.1527 -0.9060 -5.2711 -0.06
O -0.2274 -1.5180 -6.1409 -0.53
C 1.1032 -1.2707 -5.7537 -0.06
C 1.4018 -1.8069 -4.3504 -0.44
H 2.4304 -1.5704 -4.0762 0.22
H 1.2800 -2.8913 -4.3559 0.20
H 1.7265 -1.7669 -6.5007 0.19
H 1.3064 -0.1884 -5.7811 0.16
H -2.1392 -1.1420 -5.6752 0.19
H -1.0117 0.1865 -5.2852 0.16
H 0.5963 -0.0747 -3.3738 0.25
H -0.4416 -3.0460 -0.9775 0.24
H 1.3062 -3.3870 -1.1702 0.19
H 0.2174 -3.5165 -2.5460 0.21
```

Computed properties:
ΔE to the lowest compared entry with this formula, charge and spin: 30.1 kcal/mol
E: -33455.95925 eV
Spin multiplicity: 1
Charge: 0
Lowest unoccupied orbital energy: 0.0257 Eh